{
  "formula": "C5H10N3",
  "method": "ωB97M-V/def2-TZVPD",
  "species": ["C", "C", "N", "C", "C", "N", "C", "N", "H", "H", "H", "H", "H", "H", "H", "H", "H", "H"],
  "coordinates": [[-0.302908, 1.731994, 0.038668], [0.073611, 0.414491, -0.431872], [1.531430, 0.235660, -0.481207], [-0.508539, -0.974585, 0.551255], [-0.286391, -1.233545, 1.881718], [-0.738845, -2.533349, 2.178541], [-1.167890, -2.951835, 1.025661], [-1.141646, -2.084108, -0.033207], [-0.293956, 2.380775, -0.816570], [-1.279811, 1.843242, 0.553948], [0.430533, 2.092369, 0.789986], [-0.208954, 0.015542, -1.395654], [1.938838, -0.056499, -1.324893], [1.612513, -0.515024, 0.307328], [1.948620, 1.171369, -0.244439], [-0.215508, -0.524827, 2.747468], [-1.741951, -3.847653, 0.888913], [-1.260663, -2.304981, -0.972771]],
  "atomic_forces_ev_per_a": [[-0.59, 1.68, 1.22], [-2.58, -5.98, 1.10], [0.82, 0.59, 4.04], [1.35, 3.19, -2.20], [-1.18, 0.18, 0.85], [0.31, 1.30, -1.30], [-1.58, -1.42, -0.22], [2.06, 1.59, 3.73], [0.01, 0.82, -0.24], [0.51, -0.51, -0.62], [-0.29, -0.08, -0.38], [-0.97, 0.93, -0.42], [0.46, -0.81, -1.57], [0.92, 1.45, -1.34], [0.11, -1.30, 0.12], [0.71, -0.67, -1.22], [0.25, -0.59, 0.08], [-0.32, -0.36, -1.63]],
  "homo_energy_ev": -13.09,
  "total_charge": 1,
  "relative_energy_kj_mol": 275.90,
  "smiles": "C[C@@H]([NH3+])c1cnc[nH]1"
}